Record 1
124
Properties=species:S:1:pos:R:3:forces:R:3:mulliken_charge:R:1 method="wB97M-V/def2-TZVPD" e_above_lowest_kj_mol=33.8 e_homo_ha=-0.267 orbital_gap_ev=6.97 charge=0 lumo_ev=-0.285
Tl -1.5585 1.3909 1.1253 0.2 0.6 -0.2 0.86
C 0.1117 0.8057 -6.9059 0.0 0.0 0.0 -1.80
C 1.0540 0.6802 -5.7009 0.0 0.0 0.0 2.14
C 1.8599 -0.6209 -5.8197 0.0 0.0 0.0 -1.54
C 2.0312 1.8555 -5.7338 0.0 0.0 0.0 -1.78
C 0.2457 0.6496 -4.4064 0.0 0.0 0.0 -0.33
C 0.4307 1.5424 -3.3698 0.0 0.0 0.0 -0.85
C -0.2878 1.4259 -2.1866 -0.1 0.0 0.0 0.85
Se 0.1784 2.6645 -0.7943 0.1 -0.3 0.1 0.29
C 1.6763 1.6928 -0.0768 0.0 0.0 0.0 0.57
C 2.8206 1.6914 -0.8632 0.0 0.0 0.0 -1.40
C 3.9543 1.0140 -0.4647 0.0 0.0 -0.1 0.38
C 3.8966 0.4059 0.7866 0.0 0.0 0.1 -1.05
C 2.7825 0.3832 1.6126 0.0 0.1 0.0 0.11
C 1.5806 1.0031 1.1506 0.0 0.1 0.0 0.47
O 0.4730 0.9588 1.8571 -0.2 -0.3 0.1 -0.10
C 2.9853 -0.2944 2.9808 0.0 0.0 0.0 2.66
C 4.1077 0.4410 3.7307 0.0 0.0 0.0 -1.90
C 3.3803 -1.7639 2.7688 0.0 0.0 0.0 -1.70
C 1.7594 -0.2953 3.8898 0.0 0.1 0.0 -1.29
C 5.2179 0.9147 -1.3145 0.0 0.0 0.0 2.19
C 5.0741 1.6712 -2.6354 0.0 0.0 0.0 -1.99
C 5.4888 -0.5618 -1.6373 0.0 0.0 0.0 -1.62
C 6.4141 1.4960 -0.5499 0.0 0.0 0.0 -1.86
C -1.2543 0.4166 -1.9728 0.0 0.0 0.0 -0.70
O -1.8739 0.2739 -0.8159 0.0 -0.1 0.0 0.57
C -1.5292 -0.4402 -3.0807 0.0 0.1 0.0 0.32
C -0.7435 -0.3111 -4.2188 0.0 0.0 0.0 -1.03
C -2.6242 -1.5254 -3.1546 0.0 0.0 0.0 2.51
C -3.6162 -1.5705 -1.9899 0.0 0.0 0.0 -1.43
C -3.4675 -1.2929 -4.4208 0.0 0.0 0.0 -1.91
C -1.9578 -2.9069 -3.2388 0.0 0.0 0.0 -1.55
H 0.6871 0.8561 -7.8328 0.0 0.0 0.0 0.46
H -0.4947 1.7098 -6.8280 0.0 0.0 0.0 0.36
H -0.5641 -0.0472 -6.9807 0.0 0.0 0.0 0.33
H 2.4370 -0.6300 -6.7472 0.0 0.0 0.0 0.49
H 1.2066 -1.4949 -5.8195 0.0 0.0 0.0 0.29
H 2.5525 -0.7198 -4.9814 0.0 0.0 0.0 0.18
H 2.5918 1.8396 -6.6698 0.0 0.0 0.0 0.47
H 2.7518 1.8020 -4.9149 0.0 0.0 0.0 0.13
H 1.5099 2.8127 -5.6721 0.0 0.0 0.0 0.36
H 1.1508 2.3446 -3.4541 0.0 0.0 0.0 0.59
H 2.8021 2.2319 -1.7994 0.0 0.0 0.0 0.25
H 4.7905 -0.0912 1.1453 0.0 0.0 0.0 0.34
H 5.0665 0.3725 3.2153 0.0 0.0 0.0 0.29
H 4.2308 0.0093 4.7270 0.0 0.0 0.0 0.49
H 3.8597 1.4978 3.8431 0.0 0.0 0.0 0.42
H 4.2497 -1.8746 2.1195 0.0 0.0 0.0 0.29
H 2.5481 -2.3130 2.3229 0.0 0.0 0.0 0.04
H 3.6173 -2.2274 3.7298 0.0 0.0 0.0 0.55
H 1.4843 0.7124 4.2050 0.0 0.0 0.0 0.37
H 1.9837 -0.8902 4.7805 0.0 0.0 0.0 0.63
H 0.9143 -0.7275 3.3708 0.0 0.0 0.0 -0.77
H 4.2585 1.2632 -3.2377 0.0 0.0 0.0 0.08
H 5.9946 1.5792 -3.2144 0.0 0.0 0.0 0.51
H 4.8855 2.7341 -2.4730 0.0 0.0 0.0 0.38
H 4.6549 -0.9892 -2.1979 0.0 0.0 0.0 0.17
H 5.6177 -1.1505 -0.7278 0.0 0.0 0.0 0.30
H 6.3966 -0.6621 -2.2372 0.0 0.0 0.0 0.51
H 6.2286 2.5368 -0.2794 0.0 0.0 0.0 0.36
H 7.3149 1.4546 -1.1664 0.0 0.0 0.0 0.48
H 6.6127 0.9411 0.3681 0.0 0.0 0.0 0.33
H -0.9217 -1.0078 -5.0290 0.0 0.0 0.0 0.37
H -4.1473 -0.6226 -1.8883 0.0 0.0 0.1 0.05
H -3.1228 -1.8203 -1.0567 0.0 0.0 0.1 -0.25
H -4.3587 -2.3452 -2.2014 0.0 0.0 0.0 0.66
H -3.9348 -0.3064 -4.3922 0.0 0.0 0.0 0.39
H -4.2582 -2.0442 -4.4800 0.0 0.0 0.0 0.49
H -2.8815 -1.3583 -5.3367 0.0 0.0 0.0 0.31
H -1.3709 -3.0984 -2.3384 0.0 0.0 0.0 0.00
H -1.2910 -2.9819 -4.0987 0.0 0.0 0.0 0.30
H -2.7153 -3.6899 -3.3258 0.0 0.0 0.0 0.51
Cl -3.7876 1.9282 4.0312 0.0 0.0 0.0 -0.27
C -2.4910 2.6393 4.9396 0.0 0.1 -0.1 0.72
C -2.5361 2.5062 6.3165 0.0 0.0 0.0 -0.55
C -1.5587 3.1046 7.0892 0.0 0.0 0.0 -0.51
C -0.5544 3.8329 6.4759 0.0 0.0 0.0 -0.75
C -0.5177 3.9405 5.0966 0.0 -0.1 0.0 0.18
Cl 0.7792 4.8544 4.4024 0.0 0.0 0.0 -0.20
C -1.4815 3.3377 4.2664 0.2 -0.2 0.1 -0.29
S -1.3489 3.5205 2.5325 -0.4 0.1 -0.2 -0.13
H -3.3433 1.9455 6.7661 0.0 0.0 0.0 0.44
H -1.5830 3.0111 8.1659 0.0 0.0 0.0 0.39
H 0.2170 4.3173 7.0576 0.0 0.0 0.0 0.44
N -3.1362 2.9935 -0.2049 0.1 -0.1 0.0 -0.16
C -4.5297 3.1152 0.2234 -0.1 0.1 0.0 -0.88
C -5.2745 1.7937 0.0977 0.0 0.0 0.0 -0.37
C -4.9984 0.7766 1.1916 0.0 0.0 0.0 -0.74
N -3.6255 0.2357 1.1824 0.0 -0.1 0.1 0.25
H -2.6557 3.8831 -0.1233 0.0 0.0 0.0 0.30
H -3.0680 2.6821 -1.1692 0.0 0.0 0.0 0.13
H -5.0637 3.8776 -0.3545 0.0 0.0 0.0 0.43
H -4.5258 3.4424 1.2665 0.0 0.0 0.0 0.32
H -5.0865 1.3535 -0.8875 0.0 0.0 0.0 -0.03
H -6.3461 2.0034 0.1357 0.0 0.0 0.0 0.51
H -5.7007 -0.0564 1.0813 0.0 0.0 0.0 0.37
H -5.1988 1.2355 2.1570 0.0 0.0 0.0 0.35
H -3.4360 -0.1837 0.2713 0.0 -0.1 -0.1 -0.44
H -3.5180 -0.4966 1.8796 0.0 0.0 0.0 0.00
C -3.4659 -4.7938 2.7433 0.0 0.0 0.0 -1.00
C -2.4003 -4.9943 1.6857 0.0 0.0 0.0 -0.24
O -1.3027 -4.0919 1.8586 0.0 0.1 0.0 -0.42
P -1.4440 -2.5965 1.1945 0.0 -0.1 0.0 0.41
O 0.1277 -2.2325 1.0677 -0.1 -0.1 0.1 -0.26
C 0.8098 -2.8647 -0.0359 0.0 0.0 -0.1 -1.13
C 1.5085 -1.8283 -0.8838 0.0 0.0 0.0 0.46
O -1.8143 -1.6837 2.4935 0.0 0.0 0.0 -0.35
C -1.2856 -1.9707 3.8119 0.0 0.0 0.0 -0.31
C -1.4398 -0.7364 4.6684 0.0 0.0 0.0 -0.93
H -4.2769 -5.5085 2.5973 0.0 0.0 0.0 0.45
H -3.8842 -3.7869 2.6890 0.0 0.0 0.0 0.15
H -3.0514 -4.9443 3.7404 0.0 0.0 0.0 0.25
H -2.8245 -4.8689 0.6844 0.0 0.0 0.0 0.27
H -1.9762 -5.9961 1.7483 0.0 0.0 0.0 0.36
H 0.0869 -3.4242 -0.6416 0.0 0.0 0.0 0.67
H 1.5076 -3.5903 0.3855 0.0 0.0 0.0 0.40
H 0.7841 -1.1605 -1.3550 0.0 0.0 0.0 -0.35
H 2.0805 -2.3265 -1.6694 0.0 0.0 0.0 0.61
H 2.1911 -1.2297 -0.2815 0.0 0.0 0.0 -0.58
H -0.2451 -2.2782 3.7206 0.0 0.0 0.0 0.32
H -1.8515 -2.8072 4.2239 0.0 0.0 0.0 0.27
H -1.0141 0.1364 4.1707 0.0 0.0 0.0 -0.06
H -0.9082 -0.8724 5.6111 0.0 0.0 0.0 0.46
H -2.4894 -0.5434 4.8883 0.0 0.0 0.0 0.42

=====

Record 2
11
Properties=species:S:1:pos:R:3:forces:R:3:mulliken_charge:R:1 method="wB97M-V/def2-TZVPD" e_above_lowest_kj_mol=303.3 e_homo_ha=-0.365 orbital_gap_ev=10.64 charge=0 lumo_ev=0.699 smiles="NN(C=O)C(=O)O"
N 0.0000 0.4498 -0.2172 0.2 -0.9 0.2 0.04
C 0.5038 -1.1812 0.3809 0.9 1.4 -1.1 0.78
N 0.5758 1.7236 -0.3783 0.2 -0.5 -0.2 -0.71
C -1.2080 0.3078 0.2582 0.4 -0.6 1.6 0.13
O 0.2986 -2.0910 -0.5593 -0.2 0.0 -0.1 -0.44
O 1.3398 -1.1830 1.2121 -0.8 0.0 0.0 -0.48
O -1.4052 -0.8493 0.7407 -0.7 0.8 -0.2 -0.63
H -0.5693 -1.9227 -0.9673 0.3 -0.1 0.2 0.37
H 1.0987 1.7189 -1.2491 -0.1 0.0 0.1 0.25
H 1.2478 1.8763 0.3704 -0.1 0.0 0.0 0.26
H -1.8822 1.1507 0.4090 -0.2 -0.1 -0.5 0.41

=====

Record 3
11
Properties=species:S:1:pos:R:3:forces:R:3:mulliken_charge:R:1 method="wB97M-V/def2-TZVPD" e_above_lowest_kj_mol=237.9 e_homo_ha=-0.348 orbital_gap_ev=9.79 charge=0 lumo_ev=0.331
B -0.8469 -0.2569 1.5269 4.2 2.1 1.9 0.57
C 0.8922 0.7396 0.0245 -1.4 -2.4 -0.2 -0.29
C -0.2134 -0.1410 -0.7082 0.5 -0.4 -0.3 -0.33
O 0.8486 0.5402 1.3981 -3.8 -2.8 1.3 -0.55
O -1.1389 -0.5167 0.3075 -1.0 -0.6 -2.2 -0.36
O -1.6170 -0.4566 2.6200 0.4 0.5 -0.4 -0.46
H 1.8353 0.5025 -0.4216 0.8 0.1 -0.1 0.31
H 0.5775 1.7051 -0.0740 -0.3 3.0 -1.2 0.32
H -0.8148 0.3519 -1.4898 0.5 0.2 0.3 0.24
H 0.1453 -1.0899 -1.1614 0.1 0.6 0.4 0.23
H -2.5293 -0.4547 2.2921 0.0 -0.3 0.4 0.32